Entry from the Open Molecules 2025 dataset: C13H16N6O3 in the gas phase at a distorted geometry (the ωB97M-V functional and the def2-TZVPD basis).

Calculated values
E_tot = -28807.456 eV
maximum force = 19.66 eV/A
SMILES string = Nc1nc(NCc2ccco2)nc(N2CCCC2)c1[N+](=O)[O-]
LUMO energy = 0.059 eV
highest occupied orbital energy = -8.104 eV
orbital gap = 8.163 eV
energy above the lowest of the compared OMol25 structures with the same formula, charge and spin = 1375.8 kJ/mol

Element x y z (Å)
N  2.79  2.39  -0.94
C  1.80  1.59  -0.56
N  0.59  1.48  -1.17
C  -0.23  0.78  -0.63
N  0.08  -0.07  0.21
C  1.20  -0.13  1.05
N  1.38  -1.10  1.95
C  2.64  -1.84  2.24
C  2.36  -3.25  2.81
H  2.08  -3.08  3.87
C  0.97  -3.75  2.20
C  0.35  -2.41  2.01
H  -0.15  -1.95  2.78
H  -0.51  -2.25  1.21
H  1.35  -3.99  1.00
H  0.48  -4.27  2.73
H  3.15  -3.67  2.65
H  3.34  -1.70  1.58
H  2.86  -1.20  3.03
C  2.10  0.77  0.83
N  3.25  1.03  1.54
O  3.01  0.83  2.99
O  4.11  1.60  1.22
N  -1.48  0.86  -0.94
H  -2.14  0.00  -0.86
C  -1.82  1.76  -2.24
C  -3.09  1.77  -2.66
C  -4.43  1.87  -2.00
C  -5.35  1.64  -2.73
C  -4.82  1.02  -3.87
O  -3.49  0.85  -3.76
H  -5.09  0.42  -4.85
H  -6.49  1.70  -2.68
H  -4.34  2.64  -1.12
H  -1.49  2.83  -1.84
H  -1.24  1.42  -2.98
H  2.65  2.88  -1.85
H  3.61  2.55  -0.24